{
  "formula": "C4H6OS",
  "method": "ωB97M-V/def2-TZVPD",
  "elements": ["C", "C", "C", "C", "O", "S", "H", "H", "H", "H", "H", "H"],
  "xyz": [[0.06663, 0.16082, -0.01095], [1.27048, 0.07841, 0.51711], [-1.35668, 0.36320, 0.61200], [-0.38804, -0.04052, -1.44383], [-2.67728, -1.50198, -0.78451], [-2.23922, -0.12781, -0.95478], [2.15901, -0.17371, -0.23029], [1.44880, 0.21614, 1.58405], [-1.55581, -0.24913, 1.49924], [-1.69242, 1.36162, 0.88898], [-0.01765, 0.74629, -2.13164], [-0.39741, -0.97383, -2.05850]],
  "atomic_forces_ev_per_a": [[-1.728, -0.417, -0.020], [1.777, -0.494, -1.588], [0.922, -0.103, 0.060], [-0.821, -0.504, -1.179], [-0.029, -1.550, -0.302], [1.006, 2.389, 0.715], [-1.845, 0.590, 1.986], [0.133, -0.016, -0.379], [-0.165, -0.271, -0.481], [0.450, 0.325, -0.204], [-0.765, -0.104, 0.351], [1.064, 0.157, 1.042]],
  "de_lowest_kcal_mol": 67.0,
  "homo_lumo_gap_ev": 9.92,
  "charge": 0
}

---

{
  "formula": "C4H6OS",
  "method": "ωB97M-V/def2-TZVPD",
  "elements": ["C", "C", "C", "C", "H", "H", "H", "H", "H", "H", "O", "S"],
  "xyz": [[-1.09320, 1.26256, -1.17919], [-0.96906, 0.39925, 0.03898], [0.33457, -0.32869, 0.25173], [0.21566, -1.18835, 1.49033], [-0.54305, 2.15711, -0.93879], [-0.62461, 0.79412, -2.09397], [-2.13318, 1.45257, -1.49045], [-0.69206, -1.82048, 1.47601], [0.00511, -0.53573, 2.28938], [1.12761, -1.79386, 1.62357], [-1.86704, 0.42028, 0.87024], [1.67930, -0.28029, -0.71492]],
  "atomic_forces_ev_per_a": [[0.002, -1.184, -1.925], [-1.350, 1.535, -0.433], [0.784, -1.390, 0.262], [0.639, -1.054, -1.282], [0.076, 0.599, -0.201], [-0.123, 0.515, 1.120], [0.369, 0.158, 0.745], [0.471, 0.145, -0.364], [0.099, 0.823, 1.312], [-0.521, 0.351, 0.162], [1.292, -0.708, -0.440], [-1.738, 0.210, 1.045]],
  "smiles": "CC(=O)C(C)=S",
  "de_lowest_kcal_mol": 26.3,
  "homo_lumo_gap_ev": 7.68,
  "charge": 0
}

---

{
  "formula": "C4H6OS",
  "method": "ωB97M-V/def2-TZVPD",
  "elements": ["C", "C", "C", "C", "H", "H", "H", "H", "H", "H", "O", "S"],
  "xyz": [[1.54449, 0.91488, 0.05177], [-0.13824, -0.97126, -0.39464], [-1.62559, -0.55802, 0.05814], [-0.50461, 0.35199, 0.30799], [2.25014, 1.16277, -0.70315], [1.62280, 1.16775, 1.26629], [-0.34745, -0.93052, -1.44172], [-2.30156, -0.95187, 0.87216], [-2.09252, -0.52239, -0.78125], [-0.04428, 0.07388, 1.21113], [0.14095, 1.36375, -0.42380], [1.49587, -1.10098, -0.02292]],
  "atomic_forces_ev_per_a": [[-2.100, -0.278, 1.886], [-3.157, 0.015, -0.583], [2.208, -0.828, 6.142], [-0.880, -1.527, -2.506], [0.737, 1.029, 0.036], [0.324, -0.251, -3.707], [0.564, 0.186, -0.703], [1.209, 0.473, -0.524], [-3.034, 0.427, -5.194], [-0.109, 1.041, 1.929], [2.643, -1.121, 2.350], [1.594, 0.832, 0.872]],
  "smiles": "C1O[C@H]2C[C@@H]2S1",
  "de_lowest_kcal_mol": 132.9,
  "homo_lumo_gap_ev": 9.47,
  "charge": 0
}

---

{
  "formula": "C4H6OS2",
  "method": "ωB97M-V/def2-TZVPD",
  "elements": ["C", "C", "C", "C", "H", "H", "H", "H", "H", "H", "O", "S", "S"],
  "xyz": [[1.54126, -0.13694, 0.44532], [0.71541, 0.76762, -0.39291], [-2.07003, 0.08807, 0.23987], [0.62077, -0.75469, -0.59602], [3.35877, 0.35082, 0.78209], [1.06887, -0.44657, 1.48984], [1.40377, 1.43223, -1.11963], [-2.42496, -0.00910, 1.54680], [-3.06484, 0.07948, -0.54896], [1.16602, -1.29574, -1.40888], [2.82827, -0.20074, 0.16156], [-0.75635, 1.51687, -0.00986], [-1.05479, -1.40997, -0.00334]],
  "atomic_forces_ev_per_a": [[-4.779, -1.414, 2.934], [2.268, -0.096, -2.526], [-0.751, -0.152, 1.448], [-0.033, 0.045, -0.228], [-0.631, -0.524, -0.708], [1.608, 1.035, -1.663], [-1.850, -1.725, 1.359], [0.877, 0.746, -4.413], [3.001, 0.421, 2.421], [-1.035, 0.602, 0.501], [3.409, 0.169, 0.502], [-3.462, 1.005, 1.074], [1.379, -0.113, -0.701]],
  "de_lowest_kcal_mol": 88.8,
  "homo_lumo_gap_ev": 9.14,
  "charge": 0
}

---

{
  "formula": "C4H6OS3",
  "method": "ωB97M-V/def2-TZVPD",
  "elements": ["C", "C", "C", "C", "H", "H", "H", "H", "H", "H", "O", "S", "S", "S"],
  "xyz": [[2.34930, 0.68145, 0.25014], [1.23038, -0.23925, 0.07793], [-1.02308, -0.41986, -0.25327], [-2.30759, 0.30531, -0.22314], [3.32428, 0.49175, -0.08470], [2.06072, 1.63982, -0.45690], [2.37605, 1.41754, 1.12648], [1.07611, -0.76761, -0.96754], [1.15798, -0.94324, 0.78414], [-3.08824, -1.76732, 0.16445], [-0.00277, 0.32770, 0.19919], [-0.97249, -2.03114, -0.59523], [-3.66405, -0.62201, 0.49442], [-2.51661, 1.92686, -0.51598]],
  "atomic_forces_ev_per_a": [[-1.552, 6.847, -1.072], [0.559, -1.333, -3.970], [0.741, -0.319, 0.968], [-1.839, 1.786, 0.991], [1.129, -1.131, -0.204], [0.647, -2.263, 0.829], [-0.086, -2.058, -0.181], [1.809, 0.725, 1.791], [0.824, -3.470, 2.569], [-0.012, -0.663, 0.099], [-3.737, 1.869, -0.853], [0.541, 0.590, -0.348], [0.438, 1.138, -0.652], [0.537, -1.718, 0.034]],
  "smiles": "CCOC(=S)C(=S)S",
  "de_lowest_kcal_mol": 55.7,
  "homo_lumo_gap_ev": 7.41,
  "charge": 0
}

---

{
  "formula": "C4H6P2",
  "method": "ωB97M-V/def2-TZVPD",
  "elements": ["C", "C", "C", "C", "P", "P", "H", "H", "H", "H", "H", "H"],
  "xyz": [[-1.03297, 0.28077, -1.33411], [-0.77503, 1.37302, -0.15064], [-0.28071, -1.00687, -1.33175], [-0.05305, 1.30232, 1.17165], [-2.10594, 1.07045, -2.34566], [-1.95218, 2.55778, -0.58500], [-0.34444, -1.74417, -0.49888], [0.72722, -0.54552, -1.09140], [-0.15357, -1.54024, -2.36034], [-0.52445, 0.56525, 1.74707], [-0.16241, 2.34236, 1.54595], [1.09596, 1.10071, 1.16589]],
  "atomic_forces_ev_per_a": [[0.178, 0.829, 2.094], [-1.858, -0.513, -1.688], [2.482, 0.112, -1.099], [2.269, 1.611, -1.682], [-0.038, -0.312, -0.121], [1.345, -0.787, 0.329], [-0.830, 0.608, -0.562], [-0.357, -0.897, -0.514], [-0.601, 0.933, 1.870], [-0.600, -0.919, 1.274], [-0.007, -0.811, 0.462], [-1.984, 0.145, -0.362]],
  "de_lowest_kcal_mol": 40.5,
  "homo_lumo_gap_ev": [6.84, 6.85],
  "charge": 0
}

---

What is the formula in the fourth record? C4H6OS2

---

Number 4 is which compound? C4H6OS2